A molecular structure, C43H120BeNO18. Source: the OMol25 dataset; level of theory: wB97M-V/def2-TZVPD.

Structure (XYZ):
```
183
Properties=species:S:1:pos:R:3:forces:R:3:lowdin_charge:R:1
Be 1.134 4.217 -0.026 -0.394 -0.835 -0.359 0.75
C -2.589 0.878 -1.520 0.696 0.093 -0.152 -0.03
C -1.776 1.461 -0.356 -0.257 -0.781 1.506 -0.42
C -2.044 0.542 0.929 -1.306 0.329 -1.598 -0.13
C -1.403 -0.808 0.855 1.382 0.963 1.301 -0.19
C 0.080 -0.492 0.744 0.934 -1.312 -0.862 -0.12
C 0.603 0.365 -0.469 -1.817 -0.630 0.460 -0.49
N -0.289 1.503 -0.617 -1.281 2.369 -0.897 -0.14
O 0.039 2.426 -1.721 0.034 -0.970 2.386 -0.28
C 0.636 -0.564 -1.711 -0.106 -0.151 -0.230 -0.01
C 1.962 0.864 -0.022 0.795 -0.260 -0.537 -0.04
C -2.382 2.829 0.086 0.796 0.332 -0.986 -0.03
H -3.662 0.905 -1.332 -0.085 0.020 0.109 0.08
H -2.268 -0.149 -1.697 -0.176 -0.030 -0.066 0.05
H -2.381 1.434 -2.435 0.037 0.096 -0.027 0.07
H -3.107 0.350 1.071 -0.583 0.480 -0.580 0.09
H -1.825 1.088 1.847 0.852 -0.109 -0.027 0.10
H -1.716 -1.578 0.151 -0.345 0.648 -0.506 0.09
H -1.586 -1.251 1.834 0.204 -0.398 0.181 0.09
H 0.531 -1.470 0.575 0.683 -0.134 0.212 0.09
H 0.521 -0.101 1.660 -0.430 0.183 0.181 0.11
H -0.295 -1.085 -1.936 -0.602 0.245 0.550 0.06
H 1.296 -1.419 -1.560 0.648 0.271 -0.070 0.07
H 0.817 -0.065 -2.663 0.576 0.226 0.209 0.07
H 2.524 0.040 0.417 0.131 -0.276 -0.073 0.07
H 1.923 1.626 0.757 -0.379 0.103 -0.180 0.05
H 2.554 1.234 -0.859 -0.015 0.196 -0.037 0.07
H -1.660 3.410 0.659 0.054 -0.138 0.244 0.05
H -3.313 2.738 0.645 0.080 -0.462 0.182 0.06
H -2.642 3.472 -0.755 0.187 -0.059 -0.294 0.06
C 3.704 -2.521 -3.756 0.447 0.884 0.240 -0.07
C 3.925 -1.004 -4.002 1.134 -1.824 0.021 -0.33
O 3.386 -0.609 -5.237 -0.537 0.266 0.235 -0.07
H 4.027 -3.055 -4.650 -0.524 -0.111 -0.086 0.07
H 2.699 -2.761 -3.408 -0.103 -0.100 -0.440 0.05
H 4.393 -2.846 -2.977 0.038 0.049 0.222 0.05
H 5.007 -0.926 -4.116 0.329 0.267 0.213 0.10
H 3.665 -0.433 -3.110 -0.526 0.343 -0.268 0.10
H 2.837 0.159 -5.064 -0.373 0.332 -0.045 0.03
C 4.484 2.724 2.987 -0.033 -0.164 -0.623 -0.08
C 3.985 4.027 2.370 -0.259 0.002 -0.055 -0.28
O 3.436 3.843 1.048 -0.454 -0.124 1.153 -0.19
H 4.971 2.854 3.953 -0.067 0.179 0.018 0.08
H 5.205 2.287 2.297 0.216 -0.033 0.036 0.04
H 3.706 1.966 3.082 -0.249 0.150 0.091 0.06
H 4.799 4.753 2.373 0.190 0.050 -0.335 0.11
H 3.213 4.497 2.979 -0.228 -0.175 -0.020 0.10
H 4.104 4.011 0.379 0.501 0.235 -0.415 0.02
C -1.599 -0.745 -5.029 0.035 -0.504 0.351 -0.09
C -2.321 -1.390 -6.213 0.505 1.169 0.453 -0.29
O -2.249 -0.496 -7.336 -0.691 -0.503 -0.035 -0.08
H -0.511 -0.780 -5.062 0.058 -0.029 -0.307 0.07
H -1.891 -1.270 -4.120 -0.015 -0.070 0.234 0.05
H -1.893 0.297 -4.904 -0.108 -0.021 -0.165 0.07
H -3.362 -1.489 -5.904 -0.199 0.168 -0.493 0.10
H -1.980 -2.404 -6.421 0.282 0.038 -0.231 0.11
H -1.417 -0.564 -7.811 0.146 -0.250 0.271 0.08
C 0.334 -4.205 -1.429 1.213 0.089 0.455 -0.08
C -0.714 -4.350 -2.466 -0.619 0.998 0.804 -0.36
O -0.256 -5.185 -3.476 0.020 -0.526 -0.997 -0.05
H 1.239 -3.900 -1.954 0.264 -0.323 -0.094 0.06
H 0.526 -5.148 -0.917 0.071 -0.032 0.051 0.08
H 0.245 -3.408 -0.691 -0.770 -0.084 0.062 0.05
H -0.893 -3.376 -2.922 -0.327 0.410 0.219 0.10
H -1.656 -4.760 -2.103 -0.223 0.210 0.453 0.11
H -0.943 -4.981 -4.115 0.319 -0.767 -0.903 0.09
C -6.748 2.288 -1.363 0.852 0.229 -0.139 -0.09
C -6.557 3.529 -0.461 -1.589 -1.574 -0.442 -0.27
O -7.656 3.466 0.464 0.099 0.255 0.205 -0.10
H -6.044 2.284 -2.195 0.086 -0.100 -0.012 0.06
H -7.748 2.223 -1.791 -0.115 0.444 -0.023 0.08
H -6.622 1.366 -0.796 0.267 -0.046 0.158 0.06
H -6.702 4.411 -1.085 0.578 0.252 0.298 0.11
H -5.642 3.464 0.128 0.229 0.406 -0.435 0.09
H -8.071 2.626 0.255 -0.333 0.115 0.388 0.05
C -4.033 -2.387 -1.342 0.446 1.437 0.637 -0.09
C -4.944 -2.216 -2.535 -0.064 -1.203 0.743 -0.31
O -4.951 -3.451 -3.197 -0.267 -0.808 -1.447 -0.08
H -3.931 -1.384 -0.927 0.418 -0.040 0.410 0.04
H -3.050 -2.784 -1.597 0.090 0.315 -0.454 0.06
H -4.334 -3.034 -0.519 -0.789 -0.163 -0.265 0.06
H -4.630 -1.459 -3.254 0.287 -0.020 0.168 0.11
H -5.966 -1.986 -2.233 -0.118 0.388 0.206 0.11
H -5.251 -4.128 -2.587 0.004 -0.014 0.059 0.08
C -3.407 3.639 3.613 0.704 -0.370 -0.215 -0.06
C -1.959 3.327 4.059 -2.703 0.068 1.431 -0.27
O -1.115 4.445 3.936 0.585 0.465 -0.293 -0.11
H -3.988 4.243 4.310 0.348 0.210 0.099 0.07
H -3.924 2.681 3.560 -0.150 0.003 -0.355 0.07
H -3.362 4.135 2.643 -0.306 -0.157 -0.078 0.07
H -1.606 2.428 3.553 0.483 0.416 -0.133 0.10
H -2.058 3.133 5.127 0.370 -0.603 0.091 0.12
H -1.145 4.977 4.735 0.010 -0.085 0.041 0.12
C -1.566 -4.386 1.784 -0.302 0.262 -0.047 -0.08
C -2.159 -5.739 1.411 1.829 0.811 0.818 -0.33
O -3.456 -5.592 0.919 -0.606 -0.337 -0.085 -0.06
H -0.488 -4.437 1.938 0.012 -0.115 0.043 0.06
H -2.037 -4.033 2.700 0.065 0.218 0.021 0.06
H -1.757 -3.659 0.995 0.002 0.016 -0.039 0.06
H -2.111 -6.306 2.341 -0.266 -0.521 -0.123 0.11
H -1.453 -6.185 0.710 -0.415 -0.398 -0.404 0.10
H -4.012 -6.124 1.492 -0.290 0.054 -0.242 0.09
O -0.388 5.628 1.596 0.235 0.240 -0.658 -0.11
H -0.716 5.422 2.471 -0.208 -0.346 0.475 -0.01
H -0.393 6.584 1.557 0.049 0.287 -0.296 0.05
O 0.650 3.126 2.382 0.378 -0.280 -0.717 -0.08
H 1.239 2.712 3.013 0.256 -0.251 0.063 0.05
H -0.026 3.538 2.919 0.097 0.365 0.147 -0.02
O 1.807 1.724 -4.277 0.414 -0.288 -0.493 -0.05
H 2.028 2.564 -4.679 0.036 0.210 -0.127 0.05
H 1.252 1.953 -3.532 -0.543 0.109 0.873 0.00
C 5.228 -0.911 1.991 0.590 -0.454 -0.415 -0.02
C 6.591 -0.440 1.425 -1.073 2.184 1.183 -0.54
C 7.561 0.082 2.471 -0.107 0.126 0.408 -0.05
O 7.211 -1.402 0.703 0.788 -2.636 -1.446 -0.02
H 4.665 -0.121 2.488 0.204 0.109 -0.111 0.06
H 5.328 -1.743 2.688 0.315 0.015 0.190 0.08
H 4.627 -1.317 1.178 -0.079 0.211 -0.163 0.06
H 6.407 0.374 0.725 -0.524 0.479 0.162 0.10
H 8.418 0.579 2.018 -0.013 0.076 -0.237 0.07
H 7.976 -0.756 3.032 -0.202 -0.014 0.237 0.09
H 7.081 0.803 3.132 0.040 -0.048 0.199 0.07
H 7.798 -0.989 0.065 0.044 -0.126 0.013 0.10
C 1.622 -2.005 4.620 -0.036 0.046 0.701 -0.04
C 0.138 -1.695 4.845 0.373 -0.427 0.125 -0.51
C -0.423 -2.112 6.201 0.185 -0.882 -0.456 -0.05
O -0.076 -0.315 4.731 0.278 1.332 -0.412 -0.06
H 2.235 -1.524 5.383 0.029 0.435 -0.092 0.08
H 1.956 -1.723 3.622 -0.092 0.180 0.069 0.06
H 1.864 -3.059 4.760 -0.416 -0.201 -0.185 0.08
H -0.381 -2.160 4.007 -0.406 -0.506 0.104 0.12
H -0.259 -3.186 6.299 -0.054 -0.079 0.402 0.08
H -1.498 -1.941 6.261 -0.119 0.020 -0.173 0.08
H 0.027 -1.571 7.033 0.295 -0.043 -0.155 0.09
H -1.000 -0.174 4.950 -0.107 0.201 -0.032 0.08
C -2.284 4.077 -5.570 -0.519 -0.104 0.415 -0.04
C -2.480 4.864 -4.255 -0.364 -2.205 -0.199 -0.51
C -3.621 4.377 -3.370 -1.069 0.766 -1.561 -0.07
O -1.339 4.727 -3.494 2.058 1.574 0.405 -0.06
H -1.465 4.515 -6.140 -0.099 0.020 -0.032 0.08
H -3.196 4.034 -6.166 -0.013 0.243 -0.182 0.07
H -2.033 3.038 -5.358 0.143 -0.078 0.141 0.07
H -2.692 5.889 -4.559 0.447 0.325 0.527 0.14
H -3.634 3.328 -3.075 0.513 0.012 -0.033 0.06
H -4.457 4.524 -4.054 -0.860 -0.099 0.483 0.07
H -3.716 5.044 -2.512 -0.048 -0.174 0.050 0.08
H -1.221 3.837 -3.153 -0.063 -0.390 0.186 0.05
C -4.972 -3.135 2.819 0.240 0.852 -0.281 -0.04
C -4.721 -1.638 3.097 -0.216 -0.733 0.334 -0.49
C -5.591 -0.674 2.358 0.105 0.519 -1.377 -0.06
O -4.916 -1.346 4.468 0.649 -0.104 0.753 -0.05
H -4.191 -3.742 3.278 -0.034 0.096 0.067 0.06
H -4.885 -3.248 1.738 -0.225 -0.436 -0.025 0.06
H -5.933 -3.479 3.200 -0.153 0.109 -0.185 0.08
H -3.675 -1.476 2.836 0.140 0.329 0.285 0.12
H -6.649 -0.825 2.575 -0.101 -0.111 -0.124 0.09
H -5.403 -0.712 1.285 -0.363 -0.434 -0.274 0.07
H -5.346 0.368 2.563 0.076 -0.038 0.580 0.08
H -5.868 -1.328 4.589 -0.104 0.015 0.249 0.08
C 2.587 -4.207 1.829 0.626 -0.590 -0.807 -0.03
C 3.483 -5.066 0.854 -0.259 0.380 0.120 -0.47
C 4.142 -4.299 -0.308 -1.399 0.077 0.775 -0.04
O 4.545 -5.590 1.619 0.773 -0.141 1.227 -0.07
H 3.129 -3.319 2.157 0.210 0.041 -0.180 0.05
H 2.331 -4.743 2.743 0.086 -0.321 -0.148 0.07
H 1.656 -3.870 1.374 0.068 -0.047 -0.253 0.04
H 3.020 -5.973 0.467 -1.098 0.393 -0.167 0.13
H 4.597 -5.060 -0.943 0.532 0.451 -0.020 0.08
H 4.789 -3.570 0.180 0.547 -0.212 -0.458 0.07
H 3.420 -3.742 -0.904 -0.125 -0.059 -0.080 0.05
H 4.865 -6.394 1.204 0.055 0.063 -0.017 0.09
C 7.261 3.376 -0.015 0.516 0.054 1.274 -0.05
C 6.250 3.504 -1.155 2.185 0.343 0.025 -0.50
C 5.584 2.187 -1.315 -0.550 -0.689 0.299 -0.05
O 5.342 4.513 -0.888 -2.164 0.748 0.634 -0.04
H 6.831 3.376 0.986 -1.169 -0.403 -0.074 0.06
H 7.936 4.200 0.217 0.443 0.244 -1.153 0.08
H 7.812 2.435 -0.013 0.272 0.115 -0.454 0.07
H 6.741 3.797 -2.084 0.426 -0.298 -0.156 0.14
H 4.754 2.172 -2.022 0.103 0.062 -0.047 0.09
H 5.230 1.875 -0.332 -0.413 -0.057 0.016 0.07
H 6.336 1.443 -1.579 -0.067 0.019 -0.322 0.09
H 5.698 5.404 -0.866 0.405 -0.190 -0.110 0.12
```
Positions in Å, forces in eV/Å.

The HOMO energy (alpha / beta) comes out at -6.42 / -5.83 eV. As for the gap between HOMO and LUMO (alpha / beta): 6.3822 / 5.2012 eV. As for the total energy: -85274.614 eV. Its spin multiplicity is 2. The expectation value of S² is 0.768.

***

A molecular structure, C30H46HoO2P2. Source: the OMol25 dataset; level of theory: wB97M-V/def2-TZVPD.

Structure (XYZ):
```
81
Properties=species:S:1:pos:R:3:forces:R:3:lowdin_charge:R:1
Ho -0.443 -0.597 -1.734 -5.925 0.788 -2.228 1.06
C -2.029 1.501 -0.897 -0.042 -0.324 -1.237 -0.30
C -1.266 1.884 -2.048 -0.556 -0.756 0.115 -0.33
C -2.813 0.288 -2.702 0.747 0.821 0.781 -0.29
C -3.004 0.549 -1.311 1.168 0.323 -0.863 -0.28
C -1.745 1.122 -3.165 -0.352 -0.037 0.989 -0.34
C -1.940 2.053 0.476 -0.078 0.162 0.598 -0.05
H -1.080 2.723 0.599 -0.121 -0.051 0.008 0.05
H -1.852 1.243 1.217 -0.051 0.200 -0.038 0.08
H -2.846 2.628 0.731 0.288 -0.118 0.019 0.10
C -4.093 0.026 -0.459 -0.381 -0.303 0.438 -0.03
H -3.708 -0.297 0.517 -0.162 0.015 -0.131 0.07
H -4.592 -0.831 -0.929 0.051 0.144 0.170 0.08
H -4.855 0.801 -0.271 0.163 -0.223 -0.056 0.10
C -3.588 -0.700 -3.489 -0.403 -0.455 -0.246 -0.04
H -4.662 -0.461 -3.471 0.230 -0.096 -0.130 0.09
H -3.475 -1.718 -3.078 -0.095 0.223 -0.165 0.07
H -3.257 -0.724 -4.532 -0.169 -0.032 0.127 0.07
C -1.237 1.206 -4.561 0.098 0.140 -0.513 -0.06
H -1.702 2.039 -5.109 0.141 -0.199 0.022 0.09
H -1.457 0.286 -5.118 0.081 0.212 0.008 0.07
H -0.150 1.368 -4.592 -0.159 -0.002 -0.049 0.06
C -0.236 2.956 -2.099 0.248 0.525 -0.218 -0.07
H -0.666 3.896 -2.483 0.212 -0.170 0.149 0.09
H 0.605 2.691 -2.756 -0.194 0.154 0.092 0.05
H 0.175 3.166 -1.103 -0.025 0.045 -0.129 0.06
C 1.970 2.431 4.739 0.384 -0.111 0.371 -0.10
C 3.304 2.420 4.859 -0.538 0.124 0.181 -0.10
C 4.256 1.992 3.771 0.433 -0.147 -0.058 -0.17
C 3.848 0.707 3.004 0.241 -0.441 -0.114 -0.17
C 3.365 0.916 1.547 0.576 -0.709 -0.132 -0.38
C 2.543 2.084 1.261 0.037 0.195 -1.375 -0.12
C 1.878 2.930 2.222 -1.461 0.706 0.686 -0.19
C 1.243 2.194 3.446 -0.087 0.271 -0.202 -0.16
H 5.220 1.775 4.259 -0.303 0.183 -0.258 0.12
H 3.106 0.151 3.585 0.156 0.236 0.014 0.09
H 4.445 2.806 3.056 0.077 -0.134 0.170 0.12
H 1.155 1.116 3.237 -0.105 0.336 0.001 0.09
H 1.319 2.616 5.600 0.471 0.160 -0.165 0.11
H 3.786 2.721 5.795 -0.366 -0.228 -0.205 0.11
H 0.213 2.566 3.556 0.301 -0.202 -0.029 0.12
H 2.545 3.737 2.570 -0.199 -0.104 0.069 0.13
H 2.453 2.366 0.207 0.119 -0.043 0.277 0.10
H 1.051 3.447 1.693 0.480 -0.127 0.221 0.11
H 4.733 0.054 2.958 -0.285 0.115 -0.020 0.12
H 4.262 0.953 0.893 -0.200 0.020 0.168 0.12
P 2.489 -0.589 0.852 1.209 0.534 1.284 0.93
C 1.533 -1.419 2.131 -0.192 -0.392 0.352 -0.13
C 3.732 -1.748 0.258 0.283 -0.528 -0.019 -0.14
P 1.847 0.095 -2.270 0.945 0.298 0.022 0.86
C 1.373 -0.177 -0.425 1.280 -0.349 0.501 -0.54
C 3.573 0.628 -2.309 0.859 -0.074 -0.203 -0.26
C 1.810 -1.660 -2.913 0.774 -0.170 -0.077 -0.25
H 0.504 -1.598 1.785 0.201 0.052 0.009 0.06
H 1.494 -0.845 3.064 0.001 -0.166 -0.279 0.05
H 2.014 -2.386 2.336 -0.208 0.278 0.064 0.08
H 3.556 -2.718 0.744 0.132 0.219 -0.243 0.07
H 4.734 -1.399 0.544 -0.263 -0.063 -0.082 0.08
H 3.706 -1.893 -0.829 -0.033 0.124 0.378 0.03
H 2.754 -2.158 -2.653 -0.376 -0.146 -0.229 0.04
H 1.747 -1.582 -4.011 0.046 -0.098 0.377 0.07
H 0.970 -2.315 -2.570 0.547 0.377 -0.130 0.04
H 0.737 0.690 -0.088 0.262 -0.669 -0.091 0.08
H 0.809 -1.180 -0.304 0.662 0.980 0.245 0.04
H 3.701 1.233 -3.222 0.012 -0.226 0.345 0.06
H 4.270 -0.221 -2.359 -0.092 0.304 0.053 0.05
H 3.841 1.265 -1.452 -0.215 -0.167 -0.268 0.04
O -1.325 -2.709 -1.724 -0.643 -0.631 1.633 -0.12
C -1.722 -2.540 -0.503 1.355 1.374 -0.998 -0.53
O -1.200 -1.566 0.187 -0.270 -1.624 0.124 -0.17
C -2.873 -3.242 0.049 -0.632 -0.038 0.021 -0.16
C -3.704 -3.944 -0.830 -0.077 0.039 0.376 -0.01
C -4.987 -4.289 -0.412 0.024 -0.119 0.085 -0.06
C -5.422 -3.953 0.877 0.244 0.039 -0.114 -0.06
C -4.562 -3.288 1.762 0.089 -0.165 -0.033 -0.06
C -3.280 -2.932 1.352 -0.313 -0.274 -0.137 -0.03
H -3.330 -4.175 -1.828 -0.228 0.116 0.239 0.12
H -5.649 -4.816 -1.101 0.131 0.152 0.268 0.11
H -6.434 -4.215 1.195 0.330 0.102 -0.107 0.11
H -4.890 -3.038 2.772 0.018 -0.104 -0.289 0.11
H -2.594 -2.394 2.006 -0.305 -0.072 -0.193 0.12
```
Positions in Å, forces in eV/Å.

As for the relative energy (zero: lowest compared OMol25 entry of this formula, charge and spin): 0.0 kcal/mol. The HOMO energy (alpha / beta) comes out at -9.14 / -8.21 eV. As for the gap between HOMO and LUMO (alpha / beta): 6.7012 / 4.8849 eV. As for the total energy: -80317.495 eV. Its spin multiplicity is 5. The expectation value of S² is 6.112. As for the charge: +1.

***

A gas-phase ion, C3H3N2S2 (charge -1). Source: the OMol25 dataset; level of theory: wB97M-V/def2-TZVPD.

Structure (XYZ):
```
10
Properties=species:S:1:pos:R:3:forces:R:3:lowdin_charge:R:1
C 0.608 -1.679 -0.107 -1.699 -1.424 -0.582 -0.62
C 2.474 -0.114 0.117 -1.017 -0.502 -1.657 -0.82
C -1.041 0.543 -0.293 -0.140 -0.069 0.086 -0.54
N 1.591 -0.801 -0.304 1.651 0.810 1.946 -0.12
N -2.030 1.292 0.210 -0.048 -0.044 -0.065 -0.12
S 3.632 0.997 0.073 0.804 0.771 0.347 0.39
S -1.012 -1.057 0.315 0.542 0.526 -0.040 0.73
H 0.543 -2.432 -0.890 -0.092 0.055 -0.037 -0.01
H -2.047 2.274 -0.012 -0.052 -0.114 -0.018 0.06
H -2.718 0.977 0.891 0.051 -0.009 0.020 0.06
```
Positions in Å, forces in eV/Å.

As for the relative energy (zero: lowest compared OMol25 entry of this formula, charge and spin): 63.4 kcal/mol. The HOMO energy comes out at -1.99 eV. As for the gap between HOMO and LUMO: 5.3992 eV. As for the total energy: -27808.138 eV. Its spin multiplicity is 1. As for the charge: -1.

***

| no. | strongest force on any atom (eV/Å) |
| --- | --- |
| 1 | 3.1 |
| 2 | 6.4 |
| 3 | 2.7 |